Here is 2 unconnected molecules or ions with the total composition H4N3O3P in a non-equilibrium geometry from the OMol25 dataset. Energies are from the ωB97M-V functional and the def2-TZVPD basis.

```
11
Properties=species:S:1:pos:R:3:forces:R:3
N 1.363971 -1.243486 0.078694 -0.798 1.415 0.197
N 1.904147 1.026870 0.046147 -1.637 2.166 -0.192
N 1.044661 0.039892 0.795429 0.617 0.583 -1.105
O -3.037567 -0.021804 1.070437 1.965 0.028 -0.836
O -1.744497 -1.256751 -0.844026 0.622 0.127 0.784
O -2.269117 1.217901 -1.053044 0.952 -0.146 0.972
P -2.080002 0.025370 -0.132742 -2.941 -0.020 -0.839
H 1.095043 -1.840292 0.840356 -0.158 -0.876 0.052
H 0.578217 -1.300307 -0.590005 0.373 -0.496 0.273
H 1.330572 1.399052 -0.786446 0.723 -1.079 0.772
H 1.814577 1.953551 0.575198 0.281 -1.701 -0.080
```
Positions in Å, forces in eV/Å.

## Properties
**Energy above the lowest of the compared OMol25 structures with the same formula, charge and spin**: 60.4 kcal per mole
**LUMO energy (spin up / spin down)**: 0.26262 / 0.26261 Eh
**Orbital gap (spin up / spin down)**: 5.2 / 5.2 eV
**Charge**: -2


Here is a molecular structure, H4N3P in a non-equilibrium geometry from the OMol25 dataset. Energies are from the ωB97M-V functional and the def2-TZVPD basis.

```
8
Properties=species:S:1:pos:R:3:forces:R:3
N -1.539333 -0.110888 -0.157829 -0.307 -2.897 -0.163
N -1.009271 1.167253 -0.092676 0.062 4.912 -0.112
N -0.421923 0.095136 -0.748338 -2.026 -0.958 1.284
P 0.864265 -0.174943 -1.613177 2.214 0.148 -1.386
H 1.292785 -0.772510 1.893029 -1.550 2.042 -0.167
H -0.525457 1.412468 0.778336 0.266 -0.789 0.269
H 0.546642 -1.509300 -1.899004 -0.199 -0.387 0.052
H 0.792289 -0.107214 1.839656 1.540 -2.071 0.222
```
Positions in Å, forces in eV/Å.

## Properties
**Energy above the lowest of the compared OMol25 structures with the same formula, charge and spin**: 111.9 kcal per mole
**LUMO energy (spin up / spin down)**: -0.00961 / -0.01113 Eh
**Orbital gap (spin up / spin down)**: 8.0 / 8.0 eV


Here is a single H4N4 molecule in a non-equilibrium geometry from the OMol25 dataset. Energies are from the ωB97M-V functional and the def2-TZVPD basis.

```
8
Properties=species:S:1:pos:R:3:forces:R:3
H 0.906831 0.044133 -1.873565 0.098 1.085 0.138
N 0.704860 1.087887 -1.705651 0.159 -1.049 -1.557
N 0.072944 1.235569 -0.693617 -0.589 -1.496 2.727
N -0.091368 -0.058526 0.033987 0.355 -0.437 -1.173
N -0.407258 -0.208641 1.359991 -0.290 0.777 0.023
H -0.306454 -0.856494 -0.591154 0.288 0.838 0.247
H -1.258040 -0.730550 1.544522 0.187 0.303 -0.116
H 0.378485 -0.513378 1.925487 -0.209 -0.021 -0.289
```
Positions in Å, forces in eV/Å.

## Properties
**Energy above the lowest of the compared OMol25 structures with the same formula, charge and spin**: 70.6 kcal per mole
**LUMO energy**: 0.04008 Eh
**Orbital gap**: 10.2 eV